This record from the Open Molecules 2025 dataset describes a 2-piece molecular cluster, C6H12NO overall in a non-equilibrium geometry. The level of theory is ωB97M-V/def2-TZVPD.

Results
* net charge: +1
* gap between HOMO and LUMO: 10.63 eV
* HOMO: -13.43 eV

Positions of all 20 atoms, in Å:
1 C -1.75544 -0.64420 -0.89621
2 C -2.87710 -0.21900 -0.68058
3 C 1.86750 -1.12477 0.03364
4 C 2.06200 0.18920 -0.64039
5 C 3.10994 1.23665 -0.23617
6 C -4.95774 0.04722 0.48963
7 N 1.00425 -0.00250 0.35830
8 O -3.84642 0.56280 -0.31062
9 H -0.02213 -0.24240 -0.03909
10 H -1.20600 -1.11987 -1.67222
11 H 1.41851 -1.85357 -0.46630
12 H 2.54746 -1.61365 0.84508
13 H 1.59316 0.36945 -1.58258
14 H 3.61843 1.67304 -1.10108
15 H 3.81931 0.65266 0.36696
16 H 2.44098 2.00060 0.34162
17 H -4.47710 -0.26162 1.34351
18 H -5.39044 -0.72230 -0.19854
19 H -5.40462 0.99716 0.54094
20 H 1.24473 0.38444 1.26373

Forces on atoms 1 to 2 (eV/Å):
C 0.5097 -0.3905 -0.4130
C -1.2317 2.0923 1.2837


This record from the Open Molecules 2025 dataset describes an isolated ion of composition C6H12NO and charge +1 in a non-equilibrium geometry. The level of theory is ωB97M-V/def2-TZVPD.

Results
* net charge: +1
* gap between HOMO and LUMO: 9.96 eV
* HOMO: -13.54 eV

Positions of all 20 atoms, in Å:
1 C 2.73333 -0.98226 -0.09020
2 C 1.59554 -1.14116 0.56853
3 C 0.93257 0.07499 1.23246
4 C -0.00589 0.95494 0.42154
5 C -0.90149 0.10036 -0.47267
6 N -1.61336 0.95078 -1.52049
7 C -1.99241 -0.63712 0.31569
8 O -3.10235 -0.19745 0.31014
9 H 3.39212 -1.74226 -0.51406
10 H 3.11331 0.00472 -0.34199
11 H 1.13446 -2.07516 0.83674
12 H 1.65425 0.65053 1.79436
13 H 0.37205 -0.34242 2.06833
14 H -0.65609 1.50611 1.09592
15 H 0.48266 1.69578 -0.21862
16 H -0.29465 -0.63543 -1.01026
17 H -1.56639 1.95270 -1.33938
18 H -2.57277 0.59986 -1.57748
19 H -1.10444 0.79096 -2.38938
20 H -1.60047 -1.52848 0.83081

Forces on atoms 1 to 2 (eV/Å):
C 0.4719 -0.2211 -0.8657
C 0.2408 1.4396 0.3204


This record from the Open Molecules 2025 dataset describes a 2-piece molecular cluster, C6H12NO overall in a non-equilibrium geometry. The level of theory is ωB97M-V/def2-TZVPD.

Results
* net charge: +1
* gap between HOMO and LUMO (alpha / beta): 9.55 / 9.55 eV
* HOMO (alpha / beta): -12.97 / -12.97 eV

Positions of all 20 atoms, in Å:
1 C 1.12016 0.56093 1.34018
2 C -1.61926 0.00872 -0.45860
3 C -0.44392 -0.45836 -1.25459
4 C -0.33902 0.67316 -0.35134
5 C 0.73806 -0.32583 2.40816
6 C 0.05299 -1.83815 -1.26052
7 N 0.04342 2.03029 -0.71258
8 O 1.90437 1.44164 1.13608
9 H -2.37898 0.62261 -0.92281
10 H -1.76040 -0.79701 0.29549
11 H -0.57866 -0.07740 -2.29022
12 H 1.26112 -0.21812 3.37328
13 H 0.94382 -1.35842 2.05542
14 H -0.32847 -0.46406 2.57645
15 H -0.89523 -2.47742 -1.53072
16 H 0.40500 -1.98037 -0.18242
17 H 1.03233 -2.15202 -1.83632
18 H -0.62346 2.68486 -0.46263
19 H 0.47626 1.94249 -1.64629
20 H 0.98984 2.18246 -0.27602

Forces on atoms 1 to 2 (eV/Å):
C -1.8228 2.5575 -2.7259
C -0.2735 -0.8412 1.0716


This record from the Open Molecules 2025 dataset describes an isolated ion of composition C6H12NO and charge +1 in a non-equilibrium geometry. The level of theory is ωB97M-V/def2-TZVPD.

Results
* net charge: +1
* gap between HOMO and LUMO: 6.06 eV
* HOMO: -12.72 eV

Positions of all 20 atoms, in Å:
1 C -0.54346 0.74737 -0.40773
2 C -1.77410 0.59640 0.28910
3 C -3.06968 0.41075 -0.33012
4 C 0.66518 -0.17577 0.05524
5 C 1.28474 0.46254 1.32589
6 C 1.68238 -0.21609 -1.06925
7 N 0.21579 -1.49523 0.30724
8 O -2.46603 -0.67576 -0.02274
9 H -0.67470 0.33976 -1.40392
10 H -0.18594 1.81871 -0.27630
11 H -1.77696 0.74774 1.33182
12 H -4.08358 0.40500 -0.83006
13 H 2.13628 -0.20148 1.46832
14 H 0.73382 0.27704 2.30422
15 H 1.28315 1.54144 1.09072
16 H 1.37817 -0.62810 -2.03277
17 H 2.57197 -0.73004 -0.75651
18 H 2.09391 0.74172 -1.32042
19 H 1.03496 -2.09646 0.57469
20 H -0.50588 -1.86956 -0.29740

Forces on atoms 1 to 2 (eV/Å):
C 2.6327 0.4286 -1.1379
C -0.1858 0.2941 1.0253


no.,total energy (a.u.)
1,-365.37813
2,-365.51406
3,-365.40969
4,-365.39274